[1]
Computed, not measured: the molecule C3H4N2O3 at a distorted geometry, with wB97M-V/def2-TZVPD.

Cartesian coordinates (Å):
1 C 0.73 -1.32 -0.11
2 C -1.08 1.03 -0.69
3 C 0.79 0.88 0.70
4 H -1.01 -2.15 -0.22
5 H -1.77 1.72 -1.20
6 H 0.13 0.53 1.51
7 H 1.55 1.57 1.10
8 N -0.67 -1.24 0.02
9 N -1.45 -0.21 -0.62
10 O 1.37 -2.31 -0.34
11 O 0.01 1.69 -0.17
12 O 1.40 -0.18 0.04

Output
Max |F|   0.0281 hartree/bohr
2S+1   1
SMILES   O=C1NN=COCO1
Frontier orbital gap   10.53 eV
Energy above the lowest of the compared OMol25 structures with the same formula, charge and spin   1.813 eV

natural (NBO) population analysis, charges in e, atoms 1 to 8: number 1, C, carries 0.867; number 2, C, carries 0.352; number 3, C, carries 0.199; number 4, H, carries 0.405; number 5, H, carries 0.201; number 6, H, carries 0.172; number 7, H, carries 0.200; number 8, N, carries -0.516


[2]
Computed, not measured: the molecule C3H4N2O3 at a distorted geometry, with wB97M-V/def2-TZVPD.

Cartesian coordinates (Å):
1 C -1.51 0.45 0.98
2 C 0.28 -0.59 -0.26
3 C 1.17 -0.18 -1.38
4 H 1.08 1.72 0.28
5 H -2.13 -0.40 0.65
6 H -0.38 -2.37 0.47
7 H 1.53 -1.02 -1.98
8 N -0.17 0.33 0.67
9 N 0.02 -1.85 -0.31
10 O 0.52 1.50 1.04
11 O -2.04 1.43 1.38
12 O 1.63 0.98 -1.53

Output
Max |F|   0.0883 hartree/bohr
2S+1   1
SMILES   [H]/N=C(/C=O)N(O)C=O
Frontier orbital gap   8.92 eV
Energy above the lowest of the compared OMol25 structures with the same formula, charge and spin   3.571 eV

natural (NBO) population analysis, charges in e, atoms 1 to 8: number 1, C, carries 0.514; number 2, C, carries 0.293; number 3, C, carries 0.374; number 4, H, carries 0.497; number 5, H, carries 0.121; number 6, H, carries 0.372; number 7, H, carries 0.172; number 8, N, carries -0.199


[3]
Computed, not measured: the molecule C3H4N2O4 at a distorted geometry, with wB97M-V/def2-TZVPD.

Cartesian coordinates (Å):
1 C 1.43 -0.08 0.10
2 C -0.97 -0.24 -0.53
3 C 0.04 0.50 0.41
4 N -0.66 -0.14 -1.82
5 N -0.17 0.14 1.79
6 O 2.14 0.19 -0.83
7 O -1.99 -0.77 -0.18
8 O -0.60 1.04 2.45
9 O 0.14 -0.94 2.22
10 H 1.60 -0.97 0.62
11 H 0.03 1.59 0.37
12 H 0.32 0.09 -2.14
13 H -1.33 -0.41 -2.47

Output
Max |F|   0.1359 hartree/bohr
2S+1   3
Frontier orbital gap (alpha / beta)   7.39 / 7.30 eV
Energy above the lowest of the compared OMol25 structures with the same formula, charge and spin   0.136 eV

natural (NBO) population analysis, charges in e, atoms 1 to 8: number 1, C, carries -0.043; number 2, C, carries 0.655; number 3, C, carries -0.214; number 4, N, carries -0.819; number 5, N, carries 0.539; number 6, O, carries -0.214; number 7, O, carries -0.567; number 8, O, carries -0.342


Among the records above, which one has the highest 2S+1? C3H4N2O4


The lowest energy above the lowest of the compared OMol25 structures with the same formula, charge and spin belongs to which entry? C3H4N2O4